# 1
The following is a DFT calculation (the ωB97M-V functional and the def2-TZVPD basis) of H20O10 as an isolated structure.

Results
ΔE to the lowest compared entry with this formula, charge and spin   444.7 kcal per mole
2S+1   1
HOMO energy   -8.713 eV
Electronic energy   -20783.3281 eV
HOMO-LUMO gap   8.159 eV
LUMO energy   -0.020 Ha

Structure (XYZ):
```
30
Properties=species:S:1:pos:R:3:forces:R:3:mulliken_charge:R:1
H -5.07017 -13.24559 12.60585 1.512 1.472 0.680 0.04
H -7.09860 -11.98239 10.75404 -0.647 0.493 -0.423 0.35
H -6.30643 -14.69695 12.14751 -0.681 -0.075 -1.306 0.46
H -6.05033 -12.96359 11.23389 3.112 3.380 -1.257 0.58
H -4.24441 -11.75685 14.36609 -0.063 -0.001 -0.271 0.31
H -4.34898 -11.61735 11.05379 1.020 0.499 -2.199 0.25
O -3.15273 -10.48975 12.49338 5.645 0.748 2.855 -0.75
O -3.88566 -12.18574 10.43856 3.169 -3.562 -2.668 -0.72
O -6.22692 -13.91513 11.60102 -5.304 -10.547 0.276 -0.47
H -6.88880 -12.51186 12.85840 -0.420 1.399 0.414 0.65
H -7.15852 -14.34026 14.65560 -0.100 -0.479 0.633 0.29
O -4.67969 -14.54733 12.84785 2.026 -4.080 1.324 -0.56
H -7.64093 -12.09087 14.10297 -0.203 0.744 -0.518 0.29
H -4.03388 -14.98805 13.40006 0.625 0.192 0.375 0.34
O -6.17477 -12.04463 10.99671 -10.183 -2.071 -9.586 -0.75
H -5.21342 -9.82484 11.18951 0.383 0.587 -0.427 0.31
O -5.01140 -10.68930 11.54747 0.339 14.171 0.266 -0.74
H -2.71032 -9.88024 11.90262 0.389 -0.081 0.009 0.24
O -7.37179 -11.77840 13.23917 -2.685 3.516 -1.626 -0.72
H -3.97803 -11.74879 9.59193 -0.007 -0.031 -0.083 0.20
H -7.12348 -13.72141 11.32736 -1.192 -0.952 -0.061 0.34
O -6.92933 -13.50637 14.24532 0.295 -4.804 2.405 -0.62
H -5.51062 -14.96880 13.06726 1.034 -1.024 1.245 0.29
H -2.82313 -12.26710 14.25884 0.164 0.310 -0.166 0.30
H -5.80548 -11.20247 11.39805 -2.242 1.136 1.566 0.11
H -4.42012 -11.92080 12.26779 0.613 -1.661 2.310 0.33
O -3.67406 -12.47283 14.64591 0.914 -0.653 1.766 -0.66
O -5.13319 -12.30595 12.77713 1.831 -0.483 2.768 -0.68
H -4.06771 -10.47461 12.21262 -0.172 1.071 0.916 0.45
H -6.00169 -13.59374 14.02604 0.826 0.785 0.782 0.53
```
Forces are in eV/Å.



# 2
The following is a DFT calculation (the ωB97M-V functional and the def2-TZVPD basis) of H9Na3O5 as an isolated structure.

Results
2S+1   2
HOMO energy (spin up / spin down)   -7.989 / -14.057 eV
Electronic energy   -23627.8477 eV
HOMO-LUMO gap (spin up / spin down)   4.162 / 10.105 eV
Total charge   +1
LUMO energy (spin up / spin down)   -0.141 / -0.145 Ha

Structure (XYZ):
```
17
Properties=species:S:1:pos:R:3:forces:R:3:mulliken_spin:R:1
H 0.08865 -3.34128 -0.02556 -0.083 -0.322 -0.042 0.00
H -0.29557 -0.23200 1.36053 -0.003 0.471 -0.216 -0.01
H 0.48085 -1.45456 1.80144 0.260 -0.600 -0.160 0.00
Na -2.08828 2.39672 -1.65756 0.111 -0.263 0.216 0.32
H 0.19593 0.15851 -1.31167 0.304 0.420 -0.311 0.04
H 1.90525 1.61588 0.16775 0.401 -0.063 0.166 0.01
Na -3.05673 -0.48298 0.70446 0.281 0.307 0.097 0.26
Na -0.78503 2.80286 1.73374 0.251 -0.495 -0.340 0.17
H 0.82088 -2.09329 -0.47083 0.091 0.301 -0.598 0.00
O 0.01818 -0.68855 2.14114 -0.298 0.238 0.672 0.02
O 0.57383 -0.49917 -1.89552 -0.159 -0.678 -0.074 0.02
O 1.26505 2.15334 -0.29865 0.773 0.933 -0.023 0.00
O -1.03363 0.95925 0.09671 -0.845 -0.390 -0.455 0.26
H 1.50039 -0.26572 -1.95223 0.395 0.132 -0.184 0.00
H 0.47197 1.61780 -0.31970 -0.886 -0.310 0.366 -0.04
H -0.84593 0.09094 -0.30990 -0.593 0.285 0.417 -0.04
O 0.78411 -2.73779 0.23592 -0.001 0.032 0.468 0.00
```
Forces are in eV/Å.



# 3
The following is a DFT calculation (the ωB97M-V functional and the def2-TZVPD basis) of C2H10NO3 as an isolated structure.

Results
ΔE to the lowest compared entry with this formula, charge and spin   21.5 kcal per mole
2S+1   1
HOMO energy   -3.991 eV
Electronic energy   -9868.8400 eV
HOMO-LUMO gap   8.315 eV
Total charge   -1
LUMO energy   0.159 Ha

Structure (XYZ):
```
16
Properties=species:S:1:pos:R:3:forces:R:3:mulliken_charge:R:1
H -0.08182 -3.46605 0.65906 0.188 0.121 0.105 0.33
H -0.17783 0.35325 1.49922 0.060 0.143 -1.242 0.16
C 0.91330 1.73669 0.23115 0.892 -0.459 -0.057 -0.42
H -1.16977 1.46436 0.45883 0.766 -0.613 0.347 0.15
H 0.58429 2.70505 0.66961 0.615 -0.475 -0.335 0.31
H -2.43292 -2.11529 -0.13808 -0.134 -0.049 -0.126 0.23
H -1.45393 -0.77087 0.04321 0.133 -1.434 -0.066 0.42
N 1.47815 1.89052 -1.11144 -0.946 0.264 -1.889 -0.70
H 1.24188 1.06669 -1.69214 0.263 -0.113 0.988 0.27
H 1.80003 1.35948 0.72734 -0.010 0.018 0.985 0.25
H 0.43312 -2.51426 -0.33426 0.199 0.376 0.092 0.35
C -0.24683 0.75512 0.41857 -2.267 1.773 0.995 -0.31
O -2.06192 -1.61691 0.59156 -0.028 0.482 -0.002 -0.86
O -0.52030 -0.14851 -0.55372 0.770 -0.284 -0.063 -0.73
H 0.94960 2.56338 -1.66570 -0.016 0.410 0.392 0.23
O 0.74495 -3.26263 0.19678 -0.485 -0.160 -0.126 -0.69
```
Forces are in eV/Å.



# 4
The following is a DFT calculation (the ωB97M-V functional and the def2-TZVPD basis) of a 2-piece molecular cluster, C48H38N3O2 overall.

Results
2S+1   1
HOMO energy   -7.864 eV
Electronic energy   -58948.9751 eV
HOMO-LUMO gap   2.327 eV
Total charge   +1
LUMO energy   -0.203 Ha

Structure (XYZ):
```
91
Properties=species:S:1:pos:R:3:forces:R:3:mulliken_charge:R:1
H -0.14409 -6.20629 1.88931 -0.157 0.213 0.087 0.47
C 2.72543 -5.11743 0.54788 -0.304 -0.756 -1.007 -0.44
H 3.34781 -0.93584 -0.99487 -0.030 -0.129 -0.187 0.55
H 3.50243 -4.64056 3.27439 0.098 0.370 -0.145 0.45
H 2.80787 -7.75904 -2.26938 0.026 0.331 0.223 0.44
H -3.84655 -4.26576 0.78777 0.320 -0.132 0.047 0.49
C -4.47738 2.24840 4.89839 -0.366 -0.053 -0.135 -0.60
H -3.85022 2.31802 0.25852 -0.246 -0.114 -0.116 0.49
N -2.99515 -1.86241 1.42182 -0.008 0.006 1.152 0.98
C -1.26071 -3.21956 -1.34681 -0.746 -0.287 0.091 1.50
C -3.46842 -1.32444 0.27503 0.430 -0.427 -2.496 0.24
C 3.21185 -3.76770 2.68638 -0.276 -0.063 -0.859 0.11
H -2.43199 -6.35661 0.92642 0.200 0.328 0.125 0.40
H -3.86501 2.60190 5.72697 -0.224 -0.044 -0.160 0.37
C 3.34577 -0.67887 -3.09831 -0.200 -0.129 -0.535 -0.97
C 4.13758 0.45949 -5.56529 -0.169 -0.128 -0.012 -0.84
C -2.05451 -5.40170 1.30329 0.185 -0.344 -0.006 -0.88
H -7.56651 2.66239 3.48442 0.292 -0.167 0.076 0.39
C -0.77672 -5.31824 1.86938 -0.154 -0.119 0.207 -0.46
C 2.02552 -3.28656 -0.76147 2.646 0.382 -0.668 1.90
H -2.96054 0.87164 4.15933 -0.275 0.227 0.036 0.42
C 2.15383 -2.48366 -1.94508 -0.449 -0.129 0.130 1.23
C -3.76826 -0.92331 -3.33766 0.249 -0.066 0.875 -0.88
C -2.63192 -2.95828 -1.50274 0.600 -0.063 -0.280 -0.32
C 2.31450 -1.54373 1.14599 -0.233 0.108 0.108 0.46
H 3.43200 -8.38764 0.03953 -0.169 0.241 -0.069 0.43
C -1.57801 -5.41728 -2.33099 -0.026 0.098 -0.040 -0.98
H -6.47241 -0.97575 -0.59322 0.059 0.265 0.086 0.44
H 4.21683 0.72286 -6.61841 0.077 0.065 0.178 0.25
C -0.34621 -4.13156 2.47308 0.215 -0.418 0.180 -0.63
C -2.29974 -3.06150 1.65092 -0.208 0.124 0.283 -0.31
C -0.78173 -4.46886 -1.70063 0.393 -0.220 -0.063 -0.34
C -4.77257 1.94907 -0.19075 -0.356 0.404 -0.284 0.35
C 2.31634 -2.81497 0.58066 0.163 -0.816 1.081 -0.36
H -4.58444 -0.27391 -3.66332 0.175 -0.096 0.013 0.29
C -5.63478 2.81104 -0.87626 0.061 -0.207 0.061 -1.03
H 0.59234 -4.09630 3.03055 -0.317 -0.094 -0.252 0.59
O 3.22105 -0.65376 -5.55058 -0.139 -0.379 1.373 -0.41
C -3.15265 -1.67283 -1.04542 -0.704 0.086 1.673 -0.75
C -3.45410 -3.91262 -2.14105 0.257 0.182 0.417 0.01
H 1.05609 -3.82830 -3.26212 0.066 0.307 0.067 0.47
C 3.12112 -7.36458 -0.17117 -0.321 0.148 -0.438 -0.82
H 2.17325 -5.43219 -2.83260 0.127 -0.149 0.286 0.41
C 3.29115 -2.46314 3.19251 -0.325 0.196 -0.239 -0.83
H -6.17531 3.50171 5.37308 0.068 -0.112 -0.123 0.39
H -6.66040 0.92435 1.95347 0.151 0.175 0.230 0.40
H -5.35772 3.86113 -0.98185 -0.187 -0.292 0.012 0.40
H -1.13130 -6.35605 -2.66804 -0.259 0.214 0.210 0.50
H 1.92512 -0.69749 0.57975 0.068 -0.119 0.287 0.65
C 2.89004 -1.18872 -4.34539 0.222 0.346 -0.362 0.78
H 3.74035 1.30335 -4.98732 0.041 -0.174 -0.194 0.34
H -8.09333 0.58209 -1.68246 0.369 0.149 0.069 0.44
C -3.95971 1.29029 4.03281 -0.396 0.105 -0.441 -0.54
C -6.55784 2.27453 3.63640 0.304 -0.026 0.266 -0.70
C 1.69928 -2.95536 -3.20551 0.140 -0.046 -0.392 0.06
H 3.73093 -2.29402 4.17590 -0.252 -0.001 -0.226 0.43
C -5.77597 2.74908 4.69846 0.292 -0.327 -0.272 -0.40
O -3.79939 -0.85692 -1.90859 -1.380 1.026 -1.505 -0.23
C 2.77953 -6.99796 -1.48654 0.307 -0.089 0.437 -1.05
C 3.06531 -6.42681 0.86702 -0.096 0.587 -0.208 -0.50
C 2.04552 -2.33120 -4.37632 0.257 0.382 -0.031 -1.52
C 2.80628 -1.37739 2.44620 0.249 0.037 0.202 -1.16
N -3.30546 -1.08832 2.51487 -1.161 1.128 -0.130 -1.38
C -7.15125 0.96759 -1.28351 0.319 -0.254 -0.037 -1.11
C -2.84620 -4.27101 1.22033 0.310 0.421 -0.096 0.01
H 4.01270 0.18871 -3.05944 -0.331 -0.463 0.036 0.44
C -5.10290 0.60813 -0.08631 0.191 0.010 -0.173 -0.74
C -4.72730 0.84587 2.93503 -0.186 0.495 0.794 0.24
H -4.52321 -3.69562 -2.23787 0.396 -0.145 -0.058 0.58
H -3.56724 -5.85907 -3.04707 0.152 0.136 0.111 0.40
C 2.36319 -4.72388 -0.78488 -0.235 -0.945 1.127 -0.23
C 2.42264 -5.68236 -1.80261 -0.127 -0.010 0.062 0.55
C -1.11699 -2.98830 2.38442 -0.071 0.106 -0.558 -0.33
H 5.11608 0.16139 -5.16917 -0.201 0.023 -0.110 0.37
H -2.81246 -0.52767 -3.68834 0.016 -0.105 -0.210 0.28
H 0.24515 -4.72763 -1.48250 -0.394 -0.026 -0.120 -0.31
N -4.23665 -0.22648 0.67666 0.230 -0.414 0.719 0.40
H 1.70903 -2.70535 -5.34383 0.061 0.162 0.292 0.50
C -4.09564 -0.14037 2.06114 0.944 -1.216 -0.053 0.62
C -6.04760 1.30921 2.76866 0.487 0.022 -0.028 -0.05
H 3.26996 -6.69342 1.90579 0.138 -0.025 -0.388 0.46
H -0.80309 -2.02628 2.79917 -0.102 -0.401 -0.127 0.56
H 2.84211 -0.37950 2.89361 -0.040 -0.375 -0.247 0.43
H -7.50900 2.98823 -1.95073 0.256 -0.212 0.257 0.43
H -0.63940 -2.44552 -0.89427 -0.094 -0.300 -0.094 0.61
C -2.92237 -5.13157 -2.55553 -0.226 0.095 -0.136 -1.18
C 2.74290 -3.92969 1.38382 0.002 1.192 0.443 -0.40
H -3.93192 -1.93595 -3.71217 0.081 0.082 -0.032 0.38
C -6.82761 2.31991 -1.41639 0.043 0.084 0.063 -0.42
C 2.95230 -1.30851 -1.93384 -0.042 0.158 -0.028 -1.17
C -6.25710 0.09073 -0.65476 -0.552 0.387 -0.103 0.49
```
Forces are in eV/Å.



Q: Which of these has the highest electronic energy?
A: C2H10NO3